1.
17
Properties=species:S:1:pos:R:3:lowdin_spin:R:1 method="wB97M-V/def2-TZVPD" homo_energy_ev="-15.0 / -15.0" total_charge=+2 spin_multiplicity=6 lumo_energy_ev="-11.46 / -11.42"
Mn 0.57777 2.78216 -3.79313 4.9216
N -2.54549 1.66467 0.47779 0.0007
H -3.18403 2.45758 0.38103 0.0000
H -2.96597 0.74178 0.61157 0.0000
H -2.03846 1.84511 1.35202 0.0000
H -1.90883 1.64588 -0.33980 0.0010
Cl -0.47135 1.38743 -2.01542 0.0761
C 1.18249 -1.36936 -0.47600 0.0003
C 1.55461 -0.53485 0.73963 0.0001
O 1.24440 -1.22132 1.93686 -0.0001
O 1.84730 -2.60978 -0.47461 -0.0003
H 1.35061 -0.82210 -1.40766 0.0003
H 0.09162 -1.51607 -0.52447 0.0001
H 1.01225 0.42170 0.77941 0.0001
H 2.62711 -0.35415 0.67651 0.0000
H 0.28867 -1.30800 1.99845 0.0000
H 1.33730 -3.21070 0.07783 0.0000

***

2.
17
Properties=species:S:1:pos:R:3:lowdin_spin:R:1 method="wB97M-V/def2-TZVPD" homo_energy_ev="-6.2 / -9.4" spin_multiplicity=3 lumo_energy_ev="0.37 / -2.27"
C 0.43943 0.68880 1.31517 0.1049
C -0.73862 0.44119 -1.93944 0.7896
Si 1.28783 0.57419 2.93746 0.0275
Si -1.64368 -1.13233 -2.51991 0.0953
Si 1.15784 -0.28623 -0.11456 0.4774
I 3.20524 0.80645 -1.13237 0.1630
I 1.56266 -2.65938 0.20391 0.2042
H 0.45391 1.73188 1.03605 0.0005
H -0.59969 0.20654 1.28318 0.0034
H 0.12828 0.94354 -2.47588 0.0352
H -1.14436 1.28304 -1.48467 0.0465
H 0.79542 1.42870 4.07129 0.0087
H 0.93109 -0.82386 3.32972 0.0000
H 2.74891 0.95111 2.69634 0.0005
H -1.47287 -1.85534 -1.24746 0.0169
H -1.13218 -2.06702 -3.51909 -0.0001
H -2.90907 -0.35626 -2.87085 0.0267

***

3.
17
Properties=species:S:1:pos:R:3:mulliken_charge:R:1 method="wB97M-V/def2-TZVPD" homo_energy_ev=-19.9 total_charge=+3 lumo_energy_ev=-18.46
In -18.85541 -23.92777 13.38862 0.9988
O -18.48583 -23.47644 8.36629 -0.4579
H -18.36218 -24.33341 7.95820 0.3607
H -18.19257 -22.85068 7.70398 0.3945
O -21.21579 -23.23622 17.63037 -0.4356
H -21.44236 -22.35882 17.93869 0.3974
H -20.92034 -23.69756 18.41530 0.3955
C -15.32800 -27.55764 10.14246 -0.2334
C -16.48611 -28.64410 10.17987 -0.1699
O -17.73802 -28.04013 10.41575 -0.2659
O -15.27375 -26.86986 11.39247 -0.2514
H -15.50247 -26.83981 9.34098 0.3165
H -14.39864 -28.11597 10.02994 0.3950
H -16.30874 -29.34806 10.99293 0.3312
H -16.37547 -29.10303 9.19740 0.3801
H -18.38555 -28.53557 9.90895 0.4217
H -14.41371 -26.98327 11.80364 0.4226

***

4.
13
Properties=species:S:1:pos:R:3:mulliken_charge:R:1 method="wB97M-V/def2-TZVPD" homo_energy_ev=-14.3 total_charge=+1 lumo_energy_ev=-4.84
N -2.41223 0.53587 -1.05965 -0.5382
H -2.01098 0.58091 -2.11816 0.4457
H -3.15411 -0.18453 -0.86879 0.4211
H -1.60830 0.28422 -0.46036 0.2664
H -2.89382 1.36195 -0.71128 0.3946
C 1.61597 -1.06514 0.81171 -0.6713
C 1.39481 0.43250 0.64278 -0.7012
H 1.64301 -1.39390 1.78099 0.3305
H 2.39065 -1.25587 0.08712 0.2752
H 0.55758 -1.44498 0.40009 0.0981
H 0.37605 0.74458 0.73555 0.1483
H 2.30476 0.83130 1.21080 0.2917
H 1.79662 0.57310 -0.45081 0.2392

***

5.
13
Properties=species:S:1:pos:R:3:mulliken_charge:R:1 method="wB97M-V/def2-TZVPD" homo_energy_ev=-15.8 total_charge=+1 lumo_energy_ev=-4.41
N 1.91733 -0.20109 0.01640 -0.4787
H 2.27162 -0.10951 1.03847 0.4295
H 2.15461 -1.15081 -0.28682 0.4431
H 2.63454 0.35247 -0.57920 0.4307
H 0.96026 0.12995 -0.13284 0.0653
C -0.99329 -0.57181 0.26604 -1.0727
C -1.49315 0.88298 -0.15359 -0.5810
H -0.28287 -1.03287 -0.48389 0.3515
H -0.45433 -0.61128 1.16962 0.3763
H -1.89832 -1.27635 0.39133 0.2922
H -2.21759 0.63290 -1.07345 0.2424
H -0.54718 1.35142 -0.65701 0.2166
H -2.05164 1.60401 0.48494 0.2846

***

6.
14
Properties=species:S:1:pos:R:3:lowdin_spin:R:1 method="wB97M-V/def2-TZVPD" homo_energy_ev="1.4 / -5.5" total_charge=-1 spin_multiplicity=2 lumo_energy_ev="4.34 / 4.31"
N -2.52278 1.62070 -1.51122 0.1751
H -1.56399 1.44846 -1.72512 0.0387
H -2.76115 0.77615 -1.07688 0.0864
H -2.91536 1.61652 -2.41665 0.0360
C 1.82804 -0.61708 1.40501 0.0923
C 0.55496 -0.08701 0.72118 0.1943
N 0.45749 -0.66827 -0.62921 0.0892
H 2.69835 -0.48932 0.69123 0.0054
H 1.96181 -0.13143 2.37077 0.0148
H 1.74082 -1.73355 1.59683 0.0251
H -0.30565 -0.29229 1.32256 0.0659
H 0.57013 1.01655 0.69606 0.0220
H -0.48301 -0.80723 -0.82671 0.1022
H 0.74035 -1.65220 -0.61785 0.0524

***

7.
14
Properties=species:S:1:pos:R:3:mulliken_charge:R:1 method="wB97M-V/def2-TZVPD" homo_energy_ev=-8.4 smiles=CN.CN lumo_energy_ev=0.98
N 1.27235 1.07491 -0.16685 -0.5536
C 0.22130 1.37723 -1.08889 -0.7579
H 2.17640 0.76696 -0.54173 0.2037
H 1.46236 1.92961 0.36799 0.2132
H -0.76899 1.45739 -0.60983 0.2347
H 0.18102 0.57852 -1.84853 0.3036
H 0.44624 2.33181 -1.59366 0.3343
N 0.14930 -1.34462 0.98955 -0.6376
C -1.18624 -1.61626 0.65341 -0.7191
H 0.13082 -0.78098 1.84666 0.2456
H 0.58557 -0.75603 0.27129 0.3577
H -1.61428 -2.37056 1.33488 0.2611
H -1.30462 -1.97186 -0.38397 0.2765
H -1.75125 -0.67613 0.76968 0.2381

***

8.
14
Properties=species:S:1:pos:R:3:mulliken_charge:R:1 method="wB97M-V/def2-TZVPD" homo_energy_ev=-9.4 smiles=CN.CN lumo_energy_ev=0.94
N 1.07984 -3.90109 2.67741 -0.6040
C 2.09729 -3.80208 1.63412 -0.6548
H 1.39859 -4.63696 3.31738 0.2394
H 1.09398 -3.02873 3.21729 0.2545
H 2.03393 -2.83214 1.11275 0.2790
H 1.94498 -4.60833 0.89698 0.2469
H 3.10773 -3.90493 2.06427 0.2424
N 0.22727 0.62162 5.17380 -0.5903
C 1.56741 0.04220 4.88111 -0.4914
H 0.50286 1.56870 5.45621 0.2429
H -0.13170 0.16555 6.01986 0.2385
H 2.03488 0.58334 4.04133 0.2622
H 1.56009 -1.03518 4.64488 0.0626
H 2.17906 0.19996 5.78533 0.2720

***

9.
14
Properties=species:S:1:pos:R:3:mulliken_charge:R:1 method="wB97M-V/def2-TZVPD" homo_energy_ev=-8.9 smiles=NCN.C lumo_energy_ev=1.13
C -0.13338 -2.49658 -4.40757 -0.9113
H -0.69157 -3.26717 -3.87399 0.2284
H 0.80363 -2.45736 -3.85277 0.2308
H -0.62945 -1.53436 -4.27277 0.2275
H -0.08893 -2.67237 -5.47380 0.2245
N -0.01059 2.19344 3.27715 -0.5013
C 0.61817 1.16423 2.46193 -0.2580
N -0.28283 0.44729 1.60843 -0.5867
H 0.57298 2.96346 3.57195 0.1692
H -0.93517 2.43160 3.00380 0.1850
H 1.47763 1.55302 1.91551 0.2868
H 1.04003 0.41058 3.15209 0.2232
H -1.16957 0.15444 2.01267 0.2391
H -0.57095 1.10979 0.87735 0.2428

***

10.
15
Properties=species:S:1:pos:R:3:lowdin_spin:R:1 method="wB97M-V/def2-TZVPD" homo_energy_ev="1.1 / -5.7" total_charge=-1 spin_multiplicity=2 lumo_energy_ev="4.24 / 4.02"
C 0.99808 -1.15789 0.31055 0.0906
N 1.00042 -0.24261 -0.82352 0.0171
C 0.27017 1.00212 -0.58714 0.1649
N 0.97202 1.93859 0.28345 0.0128
H 1.51733 -2.08213 0.05806 0.0095
H 0.01228 -1.45135 0.69484 0.0347
H 1.57071 -0.71773 1.13344 0.0037
H 0.55789 -0.72997 -1.60122 0.0476
H 0.11448 1.47931 -1.55094 0.0360
H -0.71675 0.80526 -0.15754 0.0675
H 1.88475 2.06425 -0.11755 0.0017
H 1.12875 1.48701 1.18124 0.0077
H -3.74857 -0.64999 0.85700 0.1002
H -2.50575 -0.56777 -0.09862 0.0896
O -3.05581 -1.17709 0.41795 0.3164

***

| no. | calculated total energy (eV) |
| --- | --- |
| 1 | -51644.7495 |
| 2 | -42067.0265 |
| 3 | -15560.7417 |
| 4 | -3717.7001 |
| 5 | -3718.2666 |
| 6 | -5214.6030 |
| 7 | -5215.5186 |
| 8 | -5215.6033 |
| 9 | -5215.8298 |
| 10 | -7262.3276 |